[1]
98
Properties=species:S:1:pos:R:3:mulliken_charge:R:1 method="wB97M-V/def2-TZVPD" homo_energy_ev=-3.97 charge=-1 homo_lumo_gap_ev=4.937 lumo_energy_ev=1.0
C -5.132 2.547 4.480 -1.1299
C -3.997 3.576 4.015 0.2896
C -3.934 4.677 5.165 -1.0049
C -3.025 5.906 4.801 -0.7579
C -1.490 5.489 4.779 -0.5788
C -0.891 5.843 3.354 -0.7677
C 0.174 4.685 2.993 -0.9504
C -0.601 3.629 2.093 0.7990
C -0.277 3.882 0.577 -1.2107
C 1.245 3.498 0.235 -0.2198
C 1.389 1.940 0.461 0.6596
Nb 2.895 0.863 -0.850 -1.6196
C 2.382 2.064 -2.727 -0.6495
O 3.300 1.675 -3.815 -0.3732
C 2.605 1.042 -4.879 0.0461
C 3.669 0.124 -5.613 -1.1112
C 1.399 -0.742 -1.502 -0.5357
O 0.496 -1.219 -0.439 -0.2438
C -0.766 -1.447 -0.987 0.0930
C -0.922 -2.332 -2.155 -0.0357
C -2.184 -2.590 -2.812 0.7342
C -2.274 -3.510 -4.075 -0.9919
C -3.369 -1.934 -2.280 -1.0239
C -3.253 -1.081 -1.092 -0.8743
C -1.977 -0.816 -0.419 0.5040
C -1.909 0.107 0.859 2.3253
C -0.979 -0.537 1.989 -1.1778
C -3.363 0.201 1.525 -1.5534
P 3.786 -0.582 1.106 0.1234
C 3.997 -2.333 0.371 -1.0533
C 5.596 -0.021 1.321 -0.9227
H -5.045 1.558 3.969 0.3130
H -6.117 3.024 4.246 0.3040
H -4.971 2.412 5.585 0.2907
H -3.028 3.013 3.933 -0.0090
H -4.259 4.033 3.024 0.2272
H -3.563 4.137 6.074 0.3368
H -4.989 5.036 5.290 0.3785
H -3.329 6.384 3.834 0.3802
H -3.129 6.685 5.613 0.3013
H -0.867 6.006 5.551 0.3898
H -1.417 4.385 4.992 0.3435
H -1.685 5.814 2.556 0.3581
H -0.369 6.831 3.308 0.4181
H 0.527 4.168 3.921 0.4144
H 1.012 5.196 2.461 0.3396
H -0.317 2.613 2.461 0.1743
H -1.720 3.718 2.199 -0.3558
H -0.492 4.949 0.275 0.4284
H -0.897 3.249 -0.123 0.2121
H 1.402 3.844 -0.817 0.0667
H 1.938 4.113 0.875 0.3601
H 1.732 1.807 1.532 0.4309
H 0.383 1.453 0.395 -0.6919
H 4.150 -0.017 -1.883 -0.0181
H 4.175 2.094 -0.450 -0.0386
H 2.614 3.159 -2.559 0.2881
H 1.304 1.926 -3.038 0.3910
H 1.741 0.427 -4.508 0.0890
H 2.195 1.792 -5.624 0.2474
H 4.217 -0.479 -4.836 0.2299
H 4.458 0.751 -6.113 0.2748
H 3.169 -0.525 -6.374 0.3562
H 1.968 -1.647 -1.871 0.2836
H 0.818 -0.301 -2.364 0.5140
H 0.027 -2.804 -2.514 0.3055
H -1.921 -2.936 -4.971 0.2806
H -3.344 -3.802 -4.237 0.3281
H -1.692 -4.455 -3.888 0.0586
H -4.358 -2.076 -2.774 0.2453
H -4.212 -0.621 -0.749 0.1356
H -1.542 1.125 0.564 -0.6385
H -1.394 -0.387 3.016 0.3834
H -1.002 -1.650 1.797 0.4637
H 0.088 -0.234 1.872 0.0167
H -3.712 -0.859 1.649 0.3644
H -3.210 0.710 2.511 0.1336
H -4.004 0.792 0.827 0.3730
H 4.792 -2.854 0.974 0.3951
H 3.040 -2.897 0.483 0.2504
H 4.375 -2.288 -0.681 0.2392
H 6.287 -0.573 0.618 0.2755
H 5.951 -0.303 2.356 0.3304
H 5.734 1.066 1.118 0.2648
C 2.753 -8.059 -1.615 -0.3964
C 1.807 -7.160 -1.140 -0.5313
C 0.624 -6.962 -1.839 -0.2244
C 0.401 -7.675 -3.010 0.0982
C 1.343 -8.570 -3.496 -0.4027
C 2.524 -8.761 -2.793 -0.3953
N -0.859 -7.486 -3.737 1.0270
O -1.652 -6.678 -3.288 -0.6165
O -1.041 -8.148 -4.745 -0.6166
H 3.674 -8.215 -1.063 0.3682
H 1.990 -6.613 -0.223 0.3920
H -0.107 -6.259 -1.462 0.4834
H 1.172 -9.123 -4.411 0.4288
H 3.266 -9.459 -3.161 0.3636



[2]
119
Properties=species:S:1:pos:R:3:mulliken_spin:R:1 method="wB97M-V/def2-TZVPD" s_squared=3.7642 spin_multiplicity=4 homo_energy_ev="-9.97 / -10.14" charge=+1 homo_lumo_gap_ev="4.537 / 4.717" lumo_energy_ev="-5.4 / -5.4"
Hf -0.208 2.139 -0.596 0.0488
C 2.622 3.648 2.463 0.0003
F 2.901 3.072 3.597 0.0000
F 1.580 4.460 2.585 0.0001
F 3.688 4.283 2.036 0.0000
S 2.258 2.233 1.142 0.0020
O 1.940 2.976 -0.129 -0.0047
O 3.439 1.433 1.138 0.0001
O 1.001 1.522 1.359 -0.0078
C -3.403 5.023 -2.069 -0.0007
F -4.697 4.764 -2.086 0.0000
F -3.163 5.836 -3.089 0.0000
F -2.931 5.524 -0.953 -0.0002
S -2.455 3.363 -2.457 0.0041
O -2.819 2.775 -3.722 0.0005
O -0.996 3.507 -2.258 -0.0017
O -2.503 2.416 -1.329 0.0049
B 0.119 -0.346 -1.304 0.0051
F 0.178 -1.630 -1.612 -0.0029
F -0.513 -0.073 -0.099 0.0157
F 1.324 0.318 -1.228 0.0103
F -0.605 0.415 -2.201 0.0106
C -3.501 3.598 3.008 0.0413
C -2.805 2.370 3.641 0.0062
C -3.530 2.047 4.970 0.0056
C -4.787 1.204 4.739 -0.0140
C -4.460 -0.080 3.891 0.0046
C -3.821 0.274 2.535 0.0078
N -2.689 1.195 2.729 0.3731
O -2.017 1.495 1.605 0.4834
C -3.444 -1.052 1.868 0.0084
C -4.973 0.776 1.654 0.0395
C -1.392 2.753 4.130 0.0241
H -3.218 3.733 1.962 -0.0046
H -3.209 4.525 3.500 0.0003
H -4.586 3.510 3.049 -0.0018
H -2.854 1.351 5.469 -0.0039
H -3.754 2.936 5.554 -0.0004
H -5.679 1.730 4.394 0.0004
H -5.142 0.764 5.674 0.0000
H -5.489 -0.433 3.856 -0.0005
H -3.779 -0.663 4.510 -0.0006
H -2.809 -1.688 2.487 -0.0038
H -4.313 -1.625 1.551 -0.0002
H -2.865 -0.848 0.965 -0.0005
H -5.208 1.817 1.879 0.0003
H -4.697 0.767 0.598 -0.0031
H -5.873 0.172 1.746 0.0058
H -1.294 3.720 4.622 -0.0004
H -0.741 2.958 3.273 -0.0078
H -0.808 1.964 4.603 0.0015
C 1.721 -2.027 2.147 0.0439
C 1.583 -3.549 1.821 -0.0036
C 2.818 -4.072 1.042 0.0174
C 4.016 -4.384 1.927 -0.0048
C 3.548 -5.312 3.116 0.0219
C 2.412 -4.790 3.984 -0.0142
N 1.343 -4.329 3.083 0.3830
O 0.123 -4.040 3.682 0.5429
C 1.959 -6.104 4.801 0.0124
C 3.016 -3.701 4.902 0.0345
C 0.392 -3.609 0.852 0.0026
H 0.720 -1.649 2.356 -0.0140
H 2.053 -1.648 1.180 0.0044
H 2.364 -1.779 2.990 -0.0049
H 2.613 -4.959 0.444 -0.0037
H 3.141 -3.190 0.488 -0.0004
H 4.561 -3.490 2.235 -0.0001
H 4.754 -4.938 1.346 0.0004
H 4.410 -5.528 3.749 -0.0007
H 3.295 -6.264 2.646 -0.0024
H 1.588 -6.797 4.050 -0.0043
H 2.767 -6.545 5.383 0.0002
H 1.255 -5.665 5.508 0.0012
H 2.318 -3.023 5.389 -0.0042
H 3.587 -4.215 5.676 -0.0011
H 3.738 -3.186 4.269 -0.0023
H -0.444 -2.982 1.163 0.0080
H 0.038 -4.629 0.692 -0.0177
H 0.656 -3.228 -0.133 0.0022
C 4.107 0.878 -2.497 0.0190
C 3.585 1.212 -3.939 -0.0258
C 3.907 -0.013 -4.812 0.0173
C 3.357 0.058 -6.219 -0.0185
C 1.879 0.296 -6.158 0.0251
C 1.455 1.490 -5.319 -0.0066
N 2.107 1.451 -3.991 0.4928
O 1.716 2.274 -2.958 0.3948
C 1.657 2.744 -6.143 0.0382
C -0.064 1.271 -5.129 -0.0087
C 4.444 2.411 -4.348 0.0380
H 4.979 0.221 -2.477 -0.0006
H 3.456 0.160 -1.990 -0.0010
H 4.290 1.658 -1.760 -0.0010
H 4.990 -0.084 -4.944 0.0001
H 3.696 -0.997 -4.388 -0.0051
H 3.575 -0.805 -6.849 -0.0006
H 3.938 0.819 -6.747 0.0001
H 1.358 -0.608 -5.841 -0.0047
H 1.533 0.542 -7.163 0.0001
H 2.693 3.014 -6.351 -0.0007
H 1.191 2.561 -7.109 0.0033
H 1.331 3.653 -5.636 0.0004
H -0.379 0.394 -4.566 -0.0034
H -0.555 2.111 -4.632 0.0067
H -0.523 1.306 -6.118 -0.0009
H 4.546 2.605 -5.418 0.0005
H 5.463 2.285 -3.986 -0.0005
H 3.987 3.347 -4.026 0.0000
N -4.466 -1.769 -1.501 0.0000
C -4.510 -0.516 -2.064 -0.0002
C -3.453 -0.444 -2.964 -0.0002
C -2.666 -1.626 -2.874 0.0001
C -3.297 -2.355 -1.874 0.0003
H -5.168 -2.143 -0.886 0.0001
H -5.352 0.158 -2.083 -0.0001
H -3.330 0.347 -3.687 0.0000
H -1.840 -1.886 -3.514 0.0000
H -3.005 -3.318 -1.482 -0.0001